{
  "formula": "C30H29Cl5NO4PRe",
  "method": "ωB97M-V/def2-TZVPD",
  "species": ["Re", "C", "O", "C", "C", "O", "C", "C", "O", "C", "H", "H", "H", "H", "H", "H", "H", "H", "H", "H", "H", "H", "H", "H", "Cl", "C", "C", "Cl", "C", "Cl", "C", "O", "C", "Cl", "C", "Cl", "N", "P", "C", "C", "C", "C", "C", "C", "C", "C", "C", "C", "C", "C", "C", "C", "C", "C", "C", "C", "H", "H", "H", "H", "H", "H", "H", "H", "H", "H", "H", "H", "H", "H", "H"],
  "xyz": [[1.175, 0.771, -0.344], [0.137, 2.188, -3.106], [1.029, 2.364, -1.975], [0.820, 3.659, -1.386], [1.969, 3.923, -0.476], [1.994, 2.877, 0.532], [3.306, 2.858, 1.162], [4.223, 1.982, 0.350], [3.577, 0.704, 0.434], [3.969, -0.227, -0.546], [0.467, 2.841, -3.912], [0.192, 1.153, -3.417], [-0.880, 2.431, -2.804], [0.779, 4.406, -2.180], [-0.129, 3.648, -0.840], [2.902, 3.921, -1.042], [1.850, 4.889, 0.018], [3.687, 3.877, 1.224], [3.180, 2.467, 2.169], [4.279, 2.312, -0.690], [5.224, 1.914, 0.775], [3.999, -1.233, -0.148], [2.617, -1.697, 0.622], [4.943, 0.008, -0.973], [-2.182, -2.236, -3.422], [-0.653, -1.728, -2.842], [-0.392, -1.929, -1.388], [-0.773, -3.617, -0.939], [1.023, -1.551, -1.021], [1.260, -1.536, 0.736], [1.915, -0.898, -1.984], [2.992, -0.075, -1.596], [1.607, -0.864, -3.297], [2.673, -0.111, -4.404], [0.286, -1.297, -3.717], [-0.087, -1.157, -5.379], [-0.622, 0.669, -0.398], [-1.601, -0.673, -0.235], [-3.150, -0.440, -1.072], [-3.348, 0.669, -1.893], [-4.566, 0.838, -2.531], [-5.573, -0.101, -2.358], [-5.374, -1.207, -1.538], [-4.167, -1.378, -0.887], [-2.034, -1.087, 1.460], [-2.239, 0.004, 2.312], [-2.642, -0.219, 3.616], [-2.838, -1.516, 4.071], [-2.640, -2.596, 3.221], [-2.241, -2.391, 1.911], [1.359, -0.096, 1.646], [1.158, -3.181, 1.544], [1.664, -3.271, 2.789], [1.956, -2.310, 3.876], [1.835, -0.973, 3.957], [1.519, 0.018, 2.953], [-2.558, 1.396, -2.016], [-4.733, 1.703, -3.158], [-6.523, 0.032, -2.857], [-6.165, -1.932, -1.402], [-4.018, -2.240, -0.248], [-2.091, 1.016, 1.954], [-2.816, 0.621, 4.275], [-3.157, -1.686, 5.091], [-2.806, -3.604, 3.576], [-2.104, -3.236, 1.254], [-0.079, -1.268, 0.758], [1.815, -4.305, 3.080], [2.289, -2.792, 4.791], [2.046, -0.539, 4.927], [1.462, 1.036, 3.337]],
  "charge": 2,
  "e_lumo_ha": [-0.2507, -0.2569],
  "s_squared": 0.76,
  "spin_multiplicity": 2,
  "relative_energy_kcal_mol": 418.5,
  "largest_force_ev_per_a": 4.01,
  "e_homo_ev": [-13.11, -13.00]
}

---

{
  "formula": "C25H23IrN11O2PS4",
  "method": "ωB97M-V/def2-TZVPD",
  "species": ["Ir", "C", "N", "C", "C", "N", "C", "P", "C", "N", "C", "C", "N", "C", "C", "N", "C", "C", "N", "C", "H", "H", "H", "H", "H", "H", "H", "H", "H", "H", "H", "H", "H", "H", "H", "S", "C", "C", "N", "C", "S", "C", "N", "N", "C", "C", "C", "C", "C", "C", "S", "O", "O", "N", "C", "S", "C", "C", "N", "H", "H", "H", "H", "H", "H", "H", "H"],
  "xyz": [[-0.192, 0.361, -0.382], [3.462, -1.722, 3.268], [2.796, -0.653, 2.577], [3.332, 0.545, 2.231], [2.369, 1.214, 1.527], [1.265, 0.435, 1.432], [1.542, -0.694, 2.073], [0.381, -2.088, 2.318], [-1.139, -1.083, 2.339], [-1.551, -0.173, 1.463], [-2.747, 0.278, 1.903], [-3.060, -0.359, 3.075], [-2.042, -1.213, 3.340], [-1.939, -2.088, 4.476], [0.278, -2.625, 0.571], [-0.319, -1.966, -0.415], [-0.269, -2.770, -1.503], [0.391, -3.924, -1.179], [0.722, -3.827, 0.133], [1.473, -4.789, 0.894], [4.354, -1.337, 3.756], [3.756, -2.507, 2.567], [2.796, -2.152, 4.017], [4.328, 0.834, 2.492], [2.401, 2.186, 1.083], [-3.327, 1.002, 1.362], [-3.907, -0.264, 3.723], [-2.814, -1.964, 5.111], [-1.046, -1.855, 5.058], [-1.887, -3.128, 4.153], [-0.718, -2.488, -2.433], [0.635, -4.777, -1.777], [1.468, -5.745, 0.376], [1.032, -4.913, 1.884], [2.510, -4.465, 1.004], [-0.294, 0.538, -3.002], [1.072, -0.270, -3.634], [1.072, -0.487, -5.027], [1.038, -0.647, -6.162], [2.150, -0.698, -2.865], [2.299, -0.392, -1.196], [3.196, -1.460, -3.420], [4.048, -2.137, -3.784], [-3.589, 3.473, -6.891], [-3.646, 3.002, -5.626], [-4.053, 3.837, -4.569], [-4.104, 3.354, -3.281], [-3.776, 2.031, -3.030], [-3.359, 1.193, -4.053], [-3.293, 1.669, -5.343], [-3.781, 1.429, -1.363], [-4.148, 0.052, -1.303], [-4.440, 2.364, -0.486], [-2.157, 1.509, -1.022], [-1.610, 2.623, -0.615], [-2.411, 4.162, -0.382], [-0.883, 4.834, 0.055], [0.096, 3.886, 0.034], [-0.311, 2.657, -0.331], [-3.882, 4.411, -7.103], [-3.325, 2.871, -7.649], [-4.338, 4.856, -4.783], [-4.425, 3.980, -2.463], [-3.114, 0.170, -3.821], [-2.981, 1.021, -6.148], [-0.786, 5.874, 0.292], [1.131, 4.065, 0.264]],
  "charge": 1,
  "e_lumo_ha": [-0.1912, -0.1690],
  "s_squared": 0.97,
  "spin_multiplicity": 2,
  "relative_energy_kcal_mol": 71.5,
  "largest_force_ev_per_a": 3.52,
  "e_homo_ev": [-10.01, -10.03]
}

---

{
  "formula": "C4H7NO",
  "method": "ωB97M-V/def2-TZVPD",
  "species": ["C", "C", "N", "C", "C", "O", "H", "H", "H", "H", "H", "H", "H"],
  "xyz": [[1.603, 1.129, 0.117], [0.364, 0.618, -0.614], [0.342, -0.833, -0.532], [-0.626, -1.479, -0.029], [-1.924, -0.973, 0.533], [-2.709, -1.744, 1.037], [1.727, 2.205, -0.038], [2.494, 0.613, -0.252], [1.522, 0.942, 1.193], [-0.534, 1.117, -0.225], [0.442, 0.868, -1.678], [-0.547, -2.569, 0.022], [-2.154, 0.106, 0.467]],
  "e_lumo_ha": -0.0076,
  "relative_energy_kcal_mol": 42.6,
  "largest_force_ev_per_a": 0.56,
  "smiles": "CC/N=C\\C=O",
  "e_homo_ev": -9.58
}

---

{
  "formula": "C36H38MoN3O6P2S3",
  "method": "ωB97M-V/def2-TZVPD",
  "species": ["Mo", "O", "C", "N", "C", "C", "C", "C", "C", "C", "N", "C", "C", "C", "C", "C", "N", "H", "H", "H", "H", "H", "H", "H", "H", "H", "H", "O", "S", "O", "O", "C", "C", "C", "C", "C", "C", "P", "C", "C", "C", "C", "C", "C", "C", "C", "C", "C", "C", "C", "H", "H", "H", "H", "H", "H", "H", "H", "H", "H", "H", "H", "H", "H", "C", "C", "C", "O", "P", "S", "S", "O", "C", "C", "C", "H", "H", "H", "H", "H", "H", "H", "H", "H", "H", "H", "H", "H", "H"],
  "xyz": [[0.967, -1.056, 0.789], [-0.654, -1.062, 4.553], [-0.207, -0.756, 3.473], [-0.268, -1.504, 2.314], [-0.313, -2.957, 2.539], [1.139, -3.329, 2.763], [1.578, -4.376, 3.539], [2.940, -4.524, 3.756], [3.824, -3.622, 3.188], [3.324, -2.611, 2.403], [2.006, -2.456, 2.196], [0.662, 0.464, 3.318], [0.712, 1.469, 4.252], [1.573, 2.534, 4.032], [2.372, 2.537, 2.896], [2.283, 1.483, 2.017], [1.443, 0.461, 2.226], [-0.725, -3.473, 1.673], [-0.900, -3.194, 3.415], [0.857, -5.048, 3.987], [3.308, -5.326, 4.387], [4.891, -3.709, 3.334], [3.974, -1.902, 1.921], [0.072, 1.392, 5.124], [1.624, 3.354, 4.740], [3.056, 3.349, 2.687], [2.883, 1.445, 1.117], [3.391, -3.908, -0.242], [2.493, -2.901, -0.691], [2.833, -1.488, -0.245], [1.054, -3.048, -0.270], [2.440, -2.792, -2.406], [3.251, -3.570, -3.209], [3.181, -3.378, -4.577], [2.335, -2.404, -5.090], [1.543, -1.619, -4.256], [1.553, -1.820, -2.883], [0.424, -0.871, -1.732], [-1.182, -1.686, -1.996], [-2.004, -1.947, -0.897], [-3.230, -2.572, -1.061], [-3.656, -2.937, -2.328], [-2.839, -2.699, -3.425], [-1.604, -2.091, -3.260], [0.545, 0.749, -2.543], [-0.283, 1.170, -3.576], [-0.001, 2.349, -4.252], [1.117, 3.097, -3.917], [1.958, 2.675, -2.895], [1.664, 1.512, -2.203], [3.918, -4.303, -2.763], [3.798, -3.971, -5.241], [2.292, -2.243, -6.161], [0.934, -0.842, -4.691], [-1.709, -1.640, 0.095], [-3.858, -2.756, -0.197], [-4.623, -3.407, -2.464], [-3.160, -2.997, -4.416], [-0.979, -1.940, -4.130], [-1.161, 0.596, -3.839], [-0.661, 2.682, -5.045], [1.336, 4.014, -4.454], [2.835, 3.258, -2.634], [2.325, 1.168, -1.415], [-3.854, 0.394, 2.022], [-3.278, 1.796, 2.030], [-4.160, 2.789, 2.752], [-3.154, 2.292, 0.665], [-2.171, 1.881, -0.518], [-3.128, 1.062, -1.956], [-0.683, 0.910, 0.625], [-1.488, 3.267, -0.914], [-1.154, 4.256, 0.111], [0.291, 4.651, -0.049], [-2.109, 5.422, -0.041], [-3.995, 0.045, 3.047], [-3.185, -0.297, 1.507], [-4.821, 0.392, 1.510], [-2.283, 1.788, 2.477], [-5.136, 2.845, 2.261], [-3.709, 3.784, 2.741], [-4.303, 2.478, 3.790], [-1.283, 3.809, 1.097], [0.459, 5.101, -1.031], [0.939, 3.780, 0.058], [0.547, 5.387, 0.720], [-1.915, 5.954, -0.978], [-1.980, 6.121, 0.791], [-3.140, 5.069, -0.049]],
  "charge": 1,
  "e_lumo_ha": [-0.1345, -0.1386],
  "s_squared": 2.02,
  "spin_multiplicity": 3,
  "largest_force_ev_per_a": 0.85,
  "e_homo_ev": [-10.45, -10.45]
}

---

{
  "formula": "C4H7N2O",
  "method": "ωB97M-V/def2-TZVPD",
  "species": ["C", "C", "C", "C", "N", "N", "O", "H", "H", "H", "H", "H", "H", "H"],
  "xyz": [[-1.366, 1.342, 0.062], [-0.916, 1.199, -1.255], [-0.711, 0.463, 0.924], [0.838, -1.442, 0.738], [-0.248, 0.073, -1.492], [0.271, -0.211, 0.369], [0.798, 0.039, -2.310], [-2.073, 2.067, 0.535], [-1.233, 2.042, -1.961], [-1.061, 0.464, 1.927], [0.214, -2.224, 0.889], [1.490, -1.698, -0.029], [1.684, -1.258, 1.365], [0.856, 0.704, -3.009]],
  "charge": 1,
  "e_lumo_ha": -0.2131,
  "relative_energy_kcal_mol": 134.5,
  "largest_force_ev_per_a": 3.28,
  "e_homo_ev": -14.51
}

---

Please write out number 3 again, unchanged.
{
  "formula": "C4H7NO",
  "method": "ωB97M-V/def2-TZVPD",
  "species": ["C", "C", "N", "C", "C", "O", "H", "H", "H", "H", "H", "H", "H"],
  "xyz": [[1.603, 1.129, 0.117], [0.364, 0.618, -0.614], [0.342, -0.833, -0.532], [-0.626, -1.479, -0.029], [-1.924, -0.973, 0.533], [-2.709, -1.744, 1.037], [1.727, 2.205, -0.038], [2.494, 0.613, -0.252], [1.522, 0.942, 1.193], [-0.534, 1.117, -0.225], [0.442, 0.868, -1.678], [-0.547, -2.569, 0.022], [-2.154, 0.106, 0.467]],
  "e_lumo_ha": -0.0076,
  "relative_energy_kcal_mol": 42.6,
  "largest_force_ev_per_a": 0.56,
  "smiles": "CC/N=C\\C=O",
  "e_homo_ev": -9.58
}